Entry 1:
Here is a structure of composition C4H9NOS from OMol25. Energies are from wB97M-V/def2-TZVPD.

Last column: Mulliken charge in e.
CARTESIAN COORDINATES (ANGSTROEM)
C  2.131  0.490  -1.079  -0.309
C  2.589  -0.345  0.097  -0.441
C  -2.678  -0.368  0.527  -0.995
C  -1.726  0.447  -0.321  -0.556
N  1.209  -0.358  -0.396  -0.299
O  -0.161  -0.769  1.877  -0.533
S  0.168  0.300  0.939  0.439
H  2.150  1.605  -0.952  0.195
H  2.427  0.280  -2.076  0.249
H  3.056  -1.315  -0.228  0.227
H  2.918  0.273  0.894  0.347
H  -2.750  -0.178  1.590  0.334
H  -3.659  -0.205  0.082  0.331
H  -2.529  -1.438  0.523  0.327
H  -1.833  1.559  -0.265  0.308
H  -1.312  0.023  -1.212  0.377

Calculated values
maximum force = 4.3 eV Å⁻¹
E_HOMO = -8.346 eV
ΔE to the lowest compared entry with this formula, charge and spin = 101.80 kcal per mole



Entry 2:
Here is the molecule C6H9N from OMol25. Energies are from wB97M-V/def2-TZVPD.

Last column: Mulliken charge in e.
CARTESIAN COORDINATES (ANGSTROEM)
C  0.134  -1.981  1.604  -1.137
C  -0.035  -1.037  0.458  0.380
C  -0.527  -1.228  -0.811  -0.570
C  -0.482  0.028  -1.488  -0.570
C  0.033  0.954  -0.613  0.380
C  0.229  2.431  -0.745  -1.144
N  0.307  0.289  0.560  -0.084
H  -0.301  -1.572  2.525  0.310
H  -0.380  -2.922  1.388  0.290
H  1.187  -2.215  1.808  0.270
H  -0.890  -2.170  -1.211  0.395
H  -0.812  0.237  -2.501  0.391
H  1.217  2.749  -0.391  0.319
H  0.139  2.730  -1.793  0.292
H  -0.526  2.989  -0.175  0.265
H  0.708  0.717  1.385  0.214

Calculated values
maximum force = 0.3 eV Å⁻¹
E_HOMO = -7.680 eV
ΔE to the lowest compared entry with this formula, charge and spin = 0.16 kcal per mole
SMILES string = Cc1ccc(C)[nH]1



Entry 3:
Here is a structure of composition C45H60BN6O5PS5Tl from OMol25. Energies are from wB97M-V/def2-TZVPD.

Last column: Mulliken charge in e.
CARTESIAN COORDINATES (ANGSTROEM)
Tl  2.355  0.500  1.053  0.961
C  2.816  2.012  -3.599  -1.529
C  1.382  1.704  -3.316  -0.510
C  0.369  2.449  -3.813  -0.371
C  -0.991  2.141  -3.493  -0.092
N  -1.276  1.217  -2.645  -0.191
N  -0.272  0.467  -2.126  0.869
B  -0.814  -0.591  -1.208  -1.206
N  -2.251  -0.471  -0.792  0.678
N  -3.138  -1.255  -1.435  -0.725
C  -4.388  -1.103  -1.148  0.098
C  -4.814  -0.165  -0.151  -0.576
C  -3.926  0.628  0.488  0.216
C  -4.299  1.604  1.556  -1.740
C  -2.539  0.481  0.130  0.236
S  -1.266  1.370  0.724  -0.086
C  -5.406  -1.922  -1.927  2.475
C  -6.336  -0.947  -2.671  -1.518
C  -4.713  -2.825  -2.947  -2.059
C  -6.224  -2.785  -0.958  -1.866
N  -0.443  -2.017  -1.571  1.144
N  -0.558  -2.396  -2.845  -0.843
C  -0.321  -3.647  -3.113  -0.028
C  0.051  -4.553  -2.076  -0.491
C  0.168  -4.143  -0.786  0.433
C  0.580  -5.033  0.342  -1.645
C  -0.111  -2.771  -0.527  0.587
S  -0.069  -1.920  0.928  -0.382
C  -0.454  -4.114  -4.560  2.179
C  -0.807  -2.946  -5.481  -1.733
C  -1.568  -5.171  -4.630  -1.369
C  0.880  -4.729  -5.010  -1.780
C  1.050  0.579  -2.470  1.153
S  2.198  -0.529  -1.939  -0.303
C  -2.151  2.863  -4.170  2.272
C  -3.492  2.289  -3.712  -1.870
C  -2.092  4.361  -3.847  -1.749
C  -2.011  2.648  -5.687  -1.739
H  2.899  2.898  -4.229  0.413
H  3.302  1.163  -4.084  0.368
H  3.340  2.187  -2.655  0.183
H  0.592  3.306  -4.438  0.392
H  -5.867  -0.104  0.105  0.374
H  -5.381  1.729  1.611  0.414
H  -3.820  2.567  1.376  0.365
H  -3.929  1.248  2.522  0.311
H  -5.753  -0.249  -3.280  0.149
H  -6.950  -0.366  -1.977  0.369
H  -7.007  -1.503  -3.331  0.465
H  -4.090  -2.241  -3.628  0.258
H  -5.468  -3.361  -3.528  0.523
H  -4.069  -3.553  -2.448  0.357
H  -6.820  -2.175  -0.272  0.348
H  -5.569  -3.429  -0.363  0.364
H  -6.911  -3.423  -1.521  0.468
H  0.267  -5.587  -2.324  0.408
H  0.824  -6.032  -0.017  0.409
H  -0.219  -5.096  1.083  0.365
H  1.450  -4.608  0.849  0.249
H  -1.743  -2.472  -5.175  0.201
H  -0.915  -3.314  -6.506  0.485
H  -0.025  -2.182  -5.462  0.310
H  -2.517  -4.752  -4.287  0.118
H  -1.335  -6.044  -4.011  0.329
H  -1.695  -5.512  -5.662  0.463
H  1.692  -4.003  -4.906  0.362
H  0.818  -5.027  -6.060  0.467
H  1.136  -5.617  -4.424  0.330
H  -3.622  2.410  -2.633  0.254
H  -3.553  1.221  -3.934  0.305
H  -4.306  2.807  -4.227  0.537
H  -2.270  4.534  -2.783  0.361
H  -2.856  4.893  -4.419  0.466
H  -1.119  4.791  -4.101  0.340
H  -1.981  1.580  -5.925  0.310
H  -1.099  3.109  -6.078  0.349
H  -2.864  3.094  -6.205  0.473
O  1.834  -0.156  3.751  -0.294
C  2.732  -0.453  4.708  1.633
C  4.510  -0.028  4.040  0.585
O  5.257  -0.006  4.984  -0.498
O  4.452  0.099  2.842  -0.552
C  2.484  0.361  5.967  -0.055
C  3.079  1.591  6.220  0.096
C  2.725  2.315  7.352  -0.931
C  1.773  1.821  8.231  -0.371
C  1.159  0.603  7.971  -0.839
C  1.510  -0.123  6.844  -0.330
C  2.909  -1.927  4.842  -0.326
C  2.320  -2.788  3.916  -0.236
C  2.441  -4.159  4.078  -0.589
C  3.160  -4.678  5.146  -0.403
C  3.777  -3.819  6.051  -0.978
C  3.662  -2.450  5.897  -0.165
H  1.533  0.773  3.864  -0.152
H  3.815  1.996  5.537  0.388
H  3.195  3.272  7.543  0.417
H  1.505  2.387  9.115  0.403
H  0.401  0.218  8.641  0.403
H  1.026  -1.070  6.631  0.445
H  1.751  -2.378  3.088  0.365
H  1.967  -4.827  3.369  0.375
H  3.242  -5.750  5.275  0.422
H  4.353  -4.219  6.876  0.393
H  4.162  -1.775  6.579  0.513
C  1.431  6.555  3.342  -1.165
C  2.734  5.974  2.834  -0.404
O  2.542  5.329  1.563  -0.339
P  2.350  3.742  1.435  0.529
S  1.754  3.415  -0.417  -0.279
S  1.399  2.996  3.005  -0.486
O  3.856  3.154  1.622  -0.222
C  4.910  3.529  0.711  -0.334
C  6.011  4.218  1.489  -1.203
H  1.612  7.113  4.265  0.389
H  0.717  5.757  3.543  0.245
H  1.006  7.232  2.597  0.312
H  3.151  5.266  3.555  0.324
H  3.464  6.762  2.656  0.385
H  4.519  4.170  -0.074  0.448
H  5.273  2.610  0.247  0.284
H  5.596  5.046  2.068  0.227
H  6.763  4.614  0.803  0.376
H  6.495  3.523  2.178  0.280

Calculated values
maximum force = 2.0 eV Å⁻¹
E_HOMO (alpha / beta) = -7.386 / -7.387 eV
2S+1 = 2
ΔE to the lowest compared entry with this formula, charge and spin = 35.80 kcal per mole
⟨S²⟩ = 0.7596